1.
83
Properties=species:S:1:pos:R:3:forces:R:3 method="wB97M-V/def2-TZVPD" spin_multiplicity=1 e_above_lowest_kcal_mol=41.17 e_tot_ha=-1520.78126 charge=+1 e_homo_ev=-10.77 gap_ev=8.7705
N 48.360000 26.737000 45.767000 -6.1 -10.8 -3.9
H 47.269000 26.383000 45.873000 2.8 1.9 -0.8
H 48.705000 26.343000 44.875000 0.1 1.9 -0.6
H 48.661000 25.964000 46.284000 1.7 -1.1 2.4
H 48.470000 27.534000 46.135000 1.7 8.1 2.8
C 47.714000 24.186000 42.680000 -0.7 -2.9 2.5
O 47.645000 25.574000 42.948000 -1.0 0.6 0.7
H 47.965000 23.486000 43.645000 -0.6 2.4 -1.7
H 48.537000 24.046000 42.092000 2.2 -0.6 -1.7
H 46.924000 23.524000 42.240000 -0.3 1.7 0.1
H 47.163000 26.160000 42.325000 0.3 -1.3 0.3
C 45.246000 24.306000 45.744000 -1.1 -3.1 -5.4
O 46.537000 24.099000 46.112000 1.0 -2.3 3.7
H 44.879000 25.167000 45.993000 -1.3 6.0 1.0
H 44.352000 23.760000 46.063000 0.9 -1.6 0.5
H 45.335000 24.173000 44.636000 -1.2 0.5 0.5
H 46.329000 23.440000 46.825000 1.9 0.7 -0.4
C 51.504000 25.119000 48.359000 -2.3 -2.0 4.1
O 50.850000 24.550000 47.229000 0.4 -1.3 0.6
H 52.016000 26.002000 48.252000 1.6 1.8 -1.5
H 52.158000 24.343000 48.864000 -0.6 1.1 -0.6
H 50.743000 25.504000 49.217000 1.1 -1.3 -1.9
H 50.913000 23.567000 47.407000 -0.4 1.7 -0.7
C 45.357000 29.184000 45.347000 -5.1 -3.1 1.4
O 45.848000 28.252000 46.355000 -0.1 -1.1 -0.3
H 45.773000 29.095000 44.406000 1.0 -0.9 -1.8
H 45.769000 29.955000 45.807000 0.6 5.0 0.8
H 44.072000 29.124000 45.253000 3.9 0.5 0.4
H 45.837000 28.746000 47.192000 -0.1 -0.4 -0.5
C 46.953000 26.838000 49.225000 1.7 1.5 2.6
O 48.260000 26.282000 49.459000 -0.1 1.2 -3.8
H 46.533000 26.406000 48.398000 -1.1 -1.3 -2.1
H 46.933000 27.966000 49.061000 0.4 -1.3 0.5
H 46.438000 26.553000 50.125000 -1.1 0.4 0.1
H 48.379000 26.049000 50.334000 0.1 -0.5 2.7
C 52.632000 21.833000 42.338000 0.5 2.2 -0.4
O 51.620000 22.717000 42.779000 0.1 2.6 0.3
C 52.052000 23.939000 43.533000 -0.6 -0.3 -3.5
C 50.825000 24.925000 43.641000 -1.2 -0.4 -0.6
N 51.067000 26.061000 44.507000 -0.8 0.2 0.3
C 52.035000 27.012000 43.998000 3.5 -3.1 6.8
C 52.307000 28.067000 45.047000 -0.9 1.9 3.1
O 53.106000 29.027000 44.507000 4.0 2.0 -1.3
C 53.759000 29.974000 45.402000 -3.2 2.1 -3.6
H 53.228000 22.111000 41.426000 -0.4 0.4 1.0
H 52.082000 21.023000 42.068000 -1.4 -2.7 -0.9
H 53.220000 21.551000 43.168000 1.3 -0.3 0.8
H 52.953000 24.429000 43.085000 -0.8 -0.4 -0.2
H 52.415000 23.540000 44.429000 0.0 -0.1 2.1
H 50.012000 24.291000 44.093000 0.6 0.7 -0.4
H 50.297000 25.433000 42.676000 1.9 -1.8 1.6
H 51.300000 25.764000 45.451000 0.1 -0.1 -0.2
H 51.830000 27.300000 43.090000 -1.1 1.9 -4.8
H 53.078000 26.538000 44.070000 -1.1 0.3 -1.2
H 52.852000 27.656000 46.053000 -1.6 0.3 -2.1
H 51.457000 28.775000 45.325000 -0.3 -2.0 0.5
H 54.474000 30.707000 44.894000 -1.9 -0.8 -0.1
H 54.359000 29.650000 46.098000 3.4 -3.4 3.6
H 52.976000 30.412000 46.034000 -0.1 0.8 -0.6
C 49.478000 28.957000 43.015000 2.2 -4.0 2.1
O 49.214000 29.341000 44.340000 -1.6 0.2 0.8
C 49.569000 30.675000 44.665000 3.8 -1.4 1.2
C 49.338000 30.865000 46.168000 -1.2 -0.8 0.0
N 49.616000 32.203000 46.582000 1.2 1.8 -0.1
C 49.096000 32.534000 47.895000 -0.4 0.4 0.8
C 49.789000 33.861000 48.377000 -2.2 1.6 -0.1
O 49.222000 34.161000 49.658000 -1.3 -2.1 -0.4
C 49.631000 35.327000 50.308000 3.5 -0.4 -5.4
H 49.377000 27.749000 42.954000 -0.1 2.8 0.2
H 50.554000 29.114000 42.959000 0.1 0.3 -1.2
H 48.882000 29.409000 42.304000 -1.1 1.2 -1.6
H 49.045000 31.419000 44.114000 -0.6 0.6 -0.6
H 50.706000 30.770000 44.504000 -1.4 0.2 -0.3
H 49.936000 30.119000 46.949000 -1.7 1.6 -2.4
H 48.198000 30.683000 46.102000 1.0 -0.3 1.4
H 49.425000 33.082000 45.958000 0.2 -2.9 1.1
H 49.185000 31.895000 48.810000 1.2 -0.5 -1.2
H 47.999000 32.362000 47.781000 -0.1 1.7 0.4
H 49.576000 34.778000 47.673000 0.4 -1.5 0.9
H 50.880000 33.749000 48.439000 -0.2 -0.3 -0.1
H 49.191000 35.471000 51.207000 -2.4 0.8 2.2
H 49.560000 36.064000 49.395000 0.3 0.0 2.7
H 50.671000 35.075000 50.596000 0.2 1.1 -0.3


2.
103
Properties=species:S:1:pos:R:3:forces:R:3 method="wB97M-V/def2-TZVPD" spin_multiplicity=1 e_tot_ha=-3403.95842 charge=0 e_homo_ev=-9.06 gap_ev=9.2146
N 1.786659 -3.270390 2.141118 0.2 0.3 0.1
C 2.081742 -2.421678 0.976996 -0.8 -1.3 -0.5
N 0.817846 -2.143594 0.232479 -0.1 0.5 0.0
N 2.940901 -3.209047 0.098703 -0.1 0.7 0.1
C 2.802553 -1.138314 1.389336 -0.3 0.2 0.8
Si 1.621358 0.220368 1.848035 0.8 -1.8 -1.4
F 0.615620 -0.384978 2.919723 -0.2 0.4 0.3
O 0.929236 0.833539 0.522998 -0.6 0.7 1.8
Si -0.564710 1.602672 0.612675 -0.2 0.5 -2.0
O -0.368392 3.087007 -0.076645 -0.1 -0.3 0.7
F -0.996890 1.895139 2.119023 0.3 -0.3 0.3
C -1.765643 0.626998 -0.389825 0.3 0.3 0.7
C -3.196126 0.502151 0.188050 0.6 -1.2 -1.2
C -3.578857 -0.987763 0.285609 -0.3 1.0 1.0
C -3.226032 -1.596185 1.620764 -0.7 -0.9 0.0
O -3.638828 -2.674135 1.996927 0.7 0.6 -0.1
O -2.422671 -0.820489 2.398647 0.4 -0.3 -0.6
S 2.846946 1.875376 2.657625 -0.1 2.0 -1.1
O 3.737537 2.186974 1.575684 0.4 -0.8 -0.1
O 2.078377 2.986487 3.118536 -0.3 -0.4 0.8
F 3.775192 1.374962 3.824438 -0.3 -0.3 0.2
H 1.197294 -4.019088 1.793074 0.1 -0.2 0.0
H 1.190780 -2.774168 2.796004 0.1 0.2 0.1
H 0.007601 -2.234626 0.834189 0.0 0.1 0.1
H 0.689764 -2.812874 -0.515128 0.2 0.0 -0.1
H 2.407762 -4.037171 -0.155875 0.2 -0.1 0.1
H 2.973802 -2.663924 -0.762412 0.4 -0.2 -0.1
H 3.462008 -0.775818 0.604931 0.0 0.0 -0.2
H 3.414505 -1.406423 2.252360 0.2 0.1 0.0
H -0.253037 3.731857 0.629447 0.1 0.4 -0.2
H -1.813155 1.117213 -1.358134 0.0 0.1 -0.1
H -1.308644 -0.343483 -0.583956 0.0 -0.2 0.1
H -3.320313 0.994413 1.138429 0.0 0.1 0.1
H -3.862606 0.948876 -0.534658 -0.2 0.2 0.1
H -3.136402 -1.574641 -0.513171 0.0 -0.1 0.0
H -4.658994 -1.085001 0.187489 -0.1 -0.3 0.0
H -1.962968 -1.419679 2.999278 -0.2 0.0 0.5
C 6.352146 2.557124 5.106077 0.1 0.1 -0.3
O 7.304779 3.410115 4.475621 0.0 -0.1 0.1
H 6.574845 2.532524 6.169739 0.1 0.0 0.0
H 5.342375 2.942321 4.960599 0.0 -0.1 0.1
H 6.418567 1.543601 4.702588 -0.1 0.0 0.1
H 7.096815 3.424795 3.537680 0.0 0.0 0.0
C -4.096121 0.569975 -4.155551 0.2 0.1 0.0
O -3.025468 0.939726 -3.291070 -0.1 -0.1 -0.1
H -5.018715 0.626317 -3.582327 0.0 0.0 0.1
H -4.159899 1.252292 -5.007686 -0.1 0.0 0.0
H -3.963626 -0.452548 -4.519762 -0.1 0.0 0.0
H -2.210623 0.888654 -3.797031 0.1 0.1 0.0
C 4.662767 -1.575205 -3.682836 0.1 0.0 0.2
O 4.220960 -1.541386 -2.328218 0.0 0.0 -0.1
H 3.783331 -1.544576 -4.320706 0.0 0.0 0.0
H 5.294490 -0.712573 -3.905752 0.0 0.0 -0.1
H 5.220633 -2.493170 -3.886137 0.0 0.0 -0.1
H 5.003429 -1.568535 -1.770634 0.0 0.0 0.1
C -6.195024 3.208047 0.298455 0.2 0.1 0.3
O -4.943142 2.661981 0.712010 -0.4 0.2 -0.1
H -6.235438 3.168857 -0.787613 0.1 -0.1 0.0
H -7.017725 2.612880 0.714109 -0.1 0.1 -0.1
H -6.288514 4.244103 0.628008 -0.1 0.0 -0.1
H -4.914158 2.700400 1.671982 0.1 0.1 0.0
C -4.766816 -3.221023 -3.174129 0.2 0.0 0.0
O -3.696845 -2.871446 -2.299194 -0.1 -0.1 -0.1
H -5.693195 -3.143434 -2.611872 0.0 0.0 0.0
H -4.810085 -2.539935 -4.026985 -0.1 0.0 0.0
H -4.652448 -4.246160 -3.535802 -0.1 0.0 0.0
H -2.879766 -2.940724 -2.799449 0.1 0.0 0.0
C 0.595714 -5.437017 -2.665487 0.3 0.2 -0.2
O 1.664253 -4.978378 -1.830762 -0.3 -0.1 -0.2
H -0.318739 -5.427597 -2.080382 0.0 0.0 0.0
H 0.478314 -4.773321 -3.527492 -0.1 0.0 0.0
H 0.788444 -6.452273 -3.005083 -0.2 0.0 0.0
H 2.465254 -4.992568 -2.361527 0.1 0.0 0.1
C -5.806704 7.359753 2.325486 -0.2 -0.1 -0.1
O -6.511272 6.494101 1.437599 0.1 0.0 0.1
H -4.743605 7.222079 2.149197 0.0 0.0 0.0
H -6.067468 8.403855 2.136771 0.1 0.0 0.0
H -6.030876 7.114198 3.366572 0.1 0.1 0.0
H -7.449755 6.619781 1.596587 -0.1 0.0 0.0
C 5.775939 4.222892 -0.738780 -0.3 -0.1 0.1
O 4.365600 4.298246 -0.602794 0.1 0.0 -0.1
H 6.117380 5.145191 -1.203492 0.0 0.0 0.0
H 6.256926 4.118431 0.238858 0.1 0.0 -0.1
H 6.064405 3.378819 -1.372340 0.1 0.0 0.0
H 4.074502 3.479112 -0.189450 -0.1 0.1 0.1
C 10.286456 2.968637 2.643866 0.0 0.3 -0.3
O 10.165281 3.043075 1.222353 0.0 -0.2 0.1
H 10.249826 1.920952 2.929493 0.0 0.0 -0.1
H 11.239053 3.395409 2.968618 0.0 -0.1 0.1
H 9.462841 3.497079 3.124967 0.1 -0.1 0.2
H 10.197065 3.969981 0.976284 0.0 0.0 0.0
C -8.293798 1.303840 -2.318442 0.1 0.0 0.2
O -7.046201 0.777814 -1.879286 -0.1 0.0 -0.2
H -8.312312 1.254801 -3.404166 0.0 0.0 0.0
H -9.125711 0.716134 -1.921783 -0.1 0.0 -0.1
H -8.407064 2.346612 -2.007636 -0.1 0.0 -0.1
H -7.036002 0.825902 -0.919900 0.1 0.0 0.0
C 0.318817 -9.065608 -0.549269 -0.1 0.2 0.1
O -0.262723 -7.942952 -1.208356 0.1 -0.2 0.0
H 0.682557 -9.747152 -1.313587 0.0 0.0 0.0
H 1.157093 -8.754627 0.079018 0.0 -0.1 0.0
H -0.422137 -9.582996 0.064947 0.1 -0.1 0.0
H -0.582070 -7.345809 -0.527439 0.0 0.1 0.0